The following is a quantum chemistry calculation of a 9-piece molecular cluster, C60H130F2N11O4S2 overall at a distorted geometry, from OMol25.

Output
Calculated total energy in Eh: -4259.72821
HOMO level (alpha / beta) in eV: -24.515 / -24.515
2S+1: 2
M in g/mol: 1171.9
Charge: +8
LUMO energy (alpha / beta) in eV: -18.42 / -22.42
<S²>: 0.764

Last column: Löwdin charge in e.
Atoms and positions in Å:
C1 0.389142 5.504327 -2.426138  -0.04
C2 0.485922 4.353747 -1.412488  -0.20
N1 1.038852 4.737597 -0.131738  -0.05
C3 0.352792 5.510047 0.859222  0.04
C4 1.196802 5.525827 1.975482  0.03
N2 2.421182 4.966407 1.580882  -0.08
C5 2.273082 4.326927 0.385142  0.05
C6 3.532532 4.779227 2.491022  0.02
H1 -0.323188 5.332807 -3.233158  0.07
H2 1.307332 5.604037 -3.005008  0.09
H3 0.043512 6.451587 -2.012208  0.09
H4 1.093892 3.528437 -1.783098  0.10
H5 -0.511468 3.963757 -1.209488  0.11
H6 -0.611818 5.935807 0.625452  0.12
H7 1.063772 5.942737 2.962842  0.14
H8 3.003682 3.692357 -0.094388  0.16
H9 3.315542 4.010817 3.233012  0.11
H10 3.679972 5.661417 3.114002  0.12
H11 4.469682 4.517347 1.999842  0.11
C7 -2.102988 -2.956143 1.272982  -0.01
C8 -2.835758 -1.564813 1.539472  -0.08
N3 -3.259688 -0.954973 0.202402  0.05
C9 -4.300368 -1.376283 -0.594708  0.17
C10 -4.456548 -0.473273 -1.636928  0.15
N4 -3.580958 0.537047 -1.482838  -0.02
C11 -2.766698 0.195317 -0.393928  0.19
C12 -3.362098 1.550867 -2.418248  0.03
H12 -2.815998 -3.777733 1.204422  0.09
H13 -1.422218 -3.156343 2.100372  0.05
H14 -1.476278 -2.932023 0.381502  0.07
H15 -2.099228 -0.912803 2.009042  0.09
H16 -3.629778 -1.447763 2.276992  0.14
H17 -4.717068 -2.357613 -0.422268  0.19
H18 -5.078358 -0.522883 -2.518568  0.19
H19 -1.991028 0.791747 0.063252  0.16
H20 -3.197388 1.165417 -3.424428  0.12
H21 -2.460628 2.081207 -2.111368  0.11
H22 -4.142218 2.310867 -2.462028  0.15
C13 4.144952 -0.123413 -4.578808  -0.08
C14 5.157802 -0.556943 -3.443668  -0.16
C15 5.288882 0.539377 -2.304088  -0.09
N5 6.217852 0.140727 -1.148948  -0.23
C16 7.574592 -0.073443 -1.720838  0.01
C17 5.870082 -1.139743 -0.378608  -0.14
C18 6.455282 -0.997573 1.014222  -0.09
C19 5.829362 0.431627 1.276292  -0.11
C20 6.240502 1.217147 -0.007618  -0.04
H23 3.117912 0.103997 -4.293198  0.03
H24 4.116092 -0.899923 -5.343208  0.09
H25 4.535712 0.814067 -4.974468  0.08
H26 6.164702 -0.649523 -3.850728  0.11
H27 4.707232 -1.516403 -3.189668  0.11
H28 4.320542 0.612757 -1.809068  0.10
H29 5.547882 1.560057 -2.585548  0.14
H30 8.420092 -0.104633 -1.033628  0.13
H31 7.729842 0.669317 -2.503338  0.12
H32 7.528502 -0.912523 -2.415048  0.10
H33 6.083692 -2.016923 -0.989368  0.14
H34 4.782532 -1.210013 -0.358538  0.09
H35 7.536832 -1.127493 0.975832  0.13
H36 6.106052 -1.891293 1.531332  0.10
H37 6.108912 0.938257 2.200022  0.13
H38 4.755992 0.355697 1.450062  0.08
H39 7.210662 1.702057 0.100762  0.14
H40 5.556332 2.051547 -0.161838  0.11
C21 0.509332 -3.909743 -3.671958  -0.09
C22 -0.550968 -5.050563 -3.558268  -0.19
C23 -1.522428 -5.220043 -4.757228  -0.09
N6 -2.640788 -4.188803 -4.841098  -0.22
C24 -3.325978 -3.966813 -3.492118  0.02
C25 -2.034268 -2.841963 -5.235698  -0.14
C26 -3.021858 -2.223763 -6.205988  -0.18
C27 -3.593058 -3.345143 -6.989178  -0.12
C28 -3.674848 -4.515983 -5.996398  -0.01
H41 0.806472 -3.810643 -4.715978  0.08
H42 1.425882 -3.998283 -3.088698  0.07
H43 0.224172 -2.893663 -3.399288  0.03
H44 -0.991798 -5.025153 -2.561718  0.08
H45 0.027572 -5.973153 -3.511188  0.13
H46 -1.941908 -6.203713 -4.546218  0.15
H47 -1.141968 -5.301553 -5.775408  0.15
H48 -4.069218 -3.198613 -3.705578  0.10
H49 -2.587448 -3.615963 -2.771308  0.07
H50 -3.662338 -4.946433 -3.152548  0.13
H51 -1.645178 -2.149553 -4.489188  0.10
H52 -1.116638 -3.107593 -5.760568  0.13
H53 -3.762778 -1.598753 -5.707488  0.11
H54 -2.378238 -1.585333 -6.811168  0.12
H55 -4.559148 -3.107453 -7.434458  0.15
H56 -2.919878 -3.625863 -7.799198  0.14
H57 -4.648168 -4.651953 -5.524958  0.14
H58 -3.370598 -5.441413 -6.485378  0.14
C29 3.587362 1.944007 -9.366478  -0.07
C30 2.735302 1.352627 -8.254328  -0.23
C31 1.880442 2.480677 -7.634148  -0.08
N7 0.681882 1.934637 -6.821198  -0.25
C32 -0.354958 1.411147 -7.878578  0.08
C33 0.129932 3.020547 -5.926688  -0.08
C34 -0.750898 2.271327 -4.922078  -0.15
C35 -0.011098 0.981837 -4.625188  -0.14
C36 0.953482 0.802907 -5.809348  -0.09
H59 4.324462 1.235487 -9.744338  0.10
H60 4.124372 2.845607 -9.071808  0.09
H61 2.931562 2.237647 -10.186108  0.10
H62 3.397082 0.858247 -7.543168  0.10
H63 2.174242 0.503397 -8.644358  0.11
H64 1.428572 3.165067 -8.352148  0.15
H65 2.440172 3.079337 -6.915528  0.13
H66 -1.050628 0.712117 -7.414358  0.09
H67 0.234372 0.952267 -8.672438  0.10
H68 -0.855238 2.274217 -8.317808  0.12
H69 -0.338748 3.714977 -6.623978  0.15
H70 1.017472 3.522597 -5.541588  0.13
H71 -1.757478 2.095007 -5.301298  0.11
H72 -1.100178 2.746537 -4.005418  0.09
H73 -0.723938 0.157437 -4.607328  0.09
H74 0.677182 1.033267 -3.781548  0.09
H75 1.078842 -0.131313 -6.356728  0.14
H76 1.968982 1.072427 -5.519148  0.09
C37 -2.980178 2.697047 3.003392  -0.09
C38 -2.756858 4.122107 3.606142  -0.19
C39 -3.821908 5.081297 3.052142  -0.13
N8 -3.704518 6.511447 3.600022  -0.22
C40 -2.307428 7.010567 3.230912  0.02
C41 -4.859328 7.497727 3.105642  -0.04
C42 -5.335768 8.373127 4.308662  -0.08
C43 -4.382228 7.954287 5.483832  -0.12
C44 -3.887478 6.540747 5.167932  -0.10
H77 -2.470398 1.850997 3.464282  0.05
H78 -2.553358 2.601387 2.005012  0.03
H79 -4.039598 2.530167 2.808822  0.08
H80 -1.742408 4.490577 3.453752  0.09
H81 -2.766378 3.937557 4.680362  0.12
H82 -4.848668 4.784987 3.266782  0.13
H83 -3.904818 5.237177 1.976532  0.13
H84 -2.267768 8.092237 3.359392  0.12
H85 -2.307438 6.866467 2.150472  0.09
H86 -1.514458 6.487097 3.765032  0.09
H87 -4.467878 7.978847 2.209322  0.13
H88 -5.683198 6.889627 2.732082  0.12
H89 -5.285608 9.424257 4.024562  0.13
H90 -6.351548 8.041427 4.523742  0.13
H91 -3.430988 8.485337 5.518862  0.12
H92 -4.902248 7.846047 6.435652  0.14
H93 -3.049768 6.246757 5.800322  0.14
H94 -4.710528 5.895957 5.476052  0.13
C45 -4.356458 -5.078203 8.309912  -0.06
C46 -3.039068 -4.418313 7.822992  -0.20
C47 -3.265638 -2.850493 7.781272  -0.08
N9 -2.020738 -2.091763 7.262342  -0.24
C48 -0.845758 -2.278863 8.243612  0.06
C49 -2.180978 -0.589413 7.033602  -0.09
C50 -1.209378 -0.219143 5.925962  -0.13
C51 -1.433498 -1.383943 4.927982  -0.18
C52 -1.527788 -2.608173 5.836772  -0.08
H95 -5.061798 -4.924553 7.493222  0.08
H96 -4.699998 -4.480873 9.154472  0.09
H97 -4.301648 -6.105973 8.668772  0.10
H98 -2.869438 -4.822693 6.825092  0.09
H99 -2.213398 -4.675283 8.486562  0.11
H100 -3.532588 -2.337093 8.705002  0.15
H101 -4.015798 -2.604303 7.029772  0.13
H102 -0.132338 -1.462413 8.131542  0.11
H103 -0.476858 -3.281003 8.025152  0.10
H104 -1.432778 -2.334053 9.160382  0.12
H105 -2.023448 -0.076733 7.982512  0.15
H106 -3.193058 -0.515193 6.635752  0.14
H107 -0.148548 -0.285003 6.167612  0.13
H108 -1.475628 0.736017 5.473332  0.11
H109 -0.683978 -1.479493 4.142372  0.08
H110 -2.395258 -1.257923 4.430742  0.10
H111 -0.614758 -3.194303 5.941322  0.10
H112 -2.313318 -3.257583 5.450372  0.12
C53 0.773252 -6.131633 -0.229778  -0.08
C54 1.353982 -5.943473 1.165762  -0.20
C55 1.598692 -4.480293 1.458142  -0.12
N10 1.900792 -4.212083 2.916082  -0.23
C56 0.734242 -4.766203 3.817772  0.08
C57 2.078632 -2.722573 3.041512  -0.14
C58 3.486022 -2.443533 2.686062  -0.18
C59 4.247542 -3.553523 3.362952  -0.10
C60 3.260912 -4.716993 3.312332  -0.07
H113 1.555392 -6.220923 -0.983698  0.09
H114 0.074692 -5.361813 -0.557638  0.04
H115 0.129582 -7.011263 -0.224298  0.10
H116 2.247182 -6.525393 1.393042  0.13
H117 0.619922 -6.461233 1.783172  0.11
H118 0.701002 -3.862573 1.432242  0.10
H119 2.361592 -3.982193 0.859822  0.15
H120 0.838682 -4.325253 4.809112  0.09
H121 0.679962 -5.854633 3.839732  0.12
H122 -0.158068 -4.286633 3.415402  0.08
H123 1.780742 -2.531113 4.072382  0.14
H124 1.397872 -2.135413 2.425152  0.10
H125 3.825402 -1.476803 3.058022  0.13
H126 3.661432 -2.285253 1.621972  0.10
H127 4.368342 -3.321503 4.421102  0.14
H128 5.187212 -3.738433 2.842432  0.13
H129 3.078502 -5.140203 4.300122  0.14
H130 3.593052 -5.515163 2.648482  0.14
N11 0.354022 -0.465843 0.886322  -0.28
S1 0.803872 0.739717 1.593652  0.44
O1 0.116782 2.035067 1.343182  -0.31
O2 2.191992 0.789077 2.075192  -0.26
F1 0.023222 0.293777 2.962742  -0.22
S2 1.190622 -0.264983 -0.577078  0.62
O3 2.396372 -1.072983 -0.756388  -0.25
O4 1.063062 1.069317 -1.206798  -0.31
F2 -0.011098 -0.953573 -1.403578  -0.23

Atoms 1-3, force components in eV/Å:
C 0.107 -0.144 -0.619
C -0.500 0.199 -0.725
N 1.809 0.079 2.636